1.
{"formula": "C4H11NO3", "method": "ωB97M-V with the def2-TZVPD basis set", "e_lumo_ev": 0.831, "homo_lumo_gap_ev": 10.325, "smiles": "CC(O)(O)[C@@H](N)CO", "de_lowest_ev": 0.920, "max_force_ev_per_a": 0.86, "charge": 0, "homo_energy_ha": -0.3489, "molar_mass_g_mol": 121.14, "species": ["C", "C", "O", "O", "C", "N", "C", "O", "H", "H", "H", "H", "H", "H", "H", "H", "H", "H", "H"], "positions_angstrom": [[2.08126, 0.04900, 0.14347], [0.63946, -0.40395, 0.39686], [0.45447, -0.70695, 1.75950], [0.41212, -1.53361, -0.39924], [-0.38681, 0.71127, 0.05410], [-0.35335, 1.08239, -1.35430], [-1.81289, 0.23545, 0.39397], [-2.25798, -0.78420, -0.47460], [2.75592, -0.77318, 0.37043], [2.31516, 0.89664, 0.78142], [2.21714, 0.32097, -0.89923], [1.01879, -1.45792, 1.97936], [-0.54192, -1.72869, -0.37382], [-0.16909, 1.58332, 0.67457], [-0.15215, 0.25143, -1.90654], [0.38679, 1.74921, -1.53428], [-2.49065, 1.09542, 0.34835], [-1.82716, -0.18243, 1.40124], [-2.28911, -0.40417, -1.36127]], "forces_ev_per_angstrom": [[-0.5, -0.2, 0.0], [0.3, 0.6, -0.2], [-0.1, 0.0, 0.2], [0.0, -0.3, -0.1], [-0.3, -0.6, 0.2], [0.1, 0.0, -0.1], [0.3, 0.6, 0.5], [-0.1, -0.3, -0.4], [0.1, -0.1, 0.0], [0.0, 0.1, 0.1], [0.1, 0.0, -0.1], [0.0, 0.0, -0.1], [0.1, 0.1, 0.0], [0.0, 0.0, 0.0], [0.1, 0.1, 0.0], [-0.1, 0.0, -0.1], [0.1, -0.1, 0.0], [-0.1, 0.1, -0.1], [-0.1, 0.0, 0.0]], "lowdin_charge": [0.004, -0.629, 0.018, 0.018, -0.302, 0.059, -0.208, -0.064, 0.088, 0.090, 0.078, 0.110, 0.090, 0.154, 0.082, 0.077, 0.122, 0.121, 0.092]}

2.
{"formula": "C5H13O3", "method": "ωB97M-V with the def2-TZVPD basis set", "e_lumo_ev": 3.918, "homo_lumo_gap_ev": 7.953, "de_lowest_ev": 3.413, "max_force_ev_per_a": 7.54, "charge": -1, "homo_energy_ha": -0.1483, "molar_mass_g_mol": 121.16, "species": ["C", "O", "C", "C", "C", "C", "O", "H", "H", "H", "H", "H", "H", "H", "H", "H", "H", "H", "H", "H", "O"], "positions_angstrom": [[-1.87050, 0.95384, 1.35102], [-0.63179, 1.00090, 2.15541], [-1.33305, 0.26098, 0.08064], [-0.68670, -1.19704, 0.20914], [0.18493, -1.49561, -1.04197], [1.68124, -1.12628, -0.90159], [1.86864, 0.04283, -1.59323], [-2.69604, 0.58030, 1.81864], [-2.08522, 2.00895, 1.08699], [0.19125, 0.82913, 1.47177], [-2.28676, 0.55434, -0.42507], [-0.32824, 0.76263, -0.46285], [0.05854, -1.08541, 0.98549], [-1.26177, -1.94942, 0.59033], [-0.32288, -0.61565, -1.68347], [-0.09287, -2.53264, -1.28610], [2.47707, -1.89013, -1.49704], [2.03706, -1.12764, 0.17067], [1.70326, 1.14706, -0.89129], [1.90742, 2.83966, -0.10456], [1.48643, 2.03920, -0.03296]], "forces_ev_per_angstrom": [[7.1, 1.9, -1.7], [1.3, -0.5, -0.8], [0.3, 0.4, -0.9], [1.5, 3.3, -0.2], [-2.6, 1.3, -0.1], [1.7, -1.0, -2.2], [0.3, 2.0, 1.0], [-1.9, -1.7, 1.5], [-0.2, -0.3, 0.0], [-3.0, 1.3, 2.4], [0.8, -1.6, -1.8], [-3.2, 0.0, 1.8], [0.1, 0.3, 0.7], [-2.1, -2.2, 0.4], [1.7, -2.8, -0.1], [0.5, 0.3, -0.8], [-2.2, 0.9, 1.6], [-0.4, 0.1, -0.6], [0.2, -0.1, 0.5], [1.7, 2.7, -0.5], [-1.7, -4.1, -0.4]], "lowdin_charge": [-0.245, -0.191, -0.199, -0.214, -0.205, -0.416, -0.312, 0.066, 0.105, 0.120, 0.097, 0.140, 0.075, 0.056, 0.131, 0.085, 0.120, 0.097, 0.061, -0.103, -0.269]}

3.
{"formula": "C3H5NO3", "method": "ωB97M-V with the def2-TZVPD basis set", "e_lumo_ev": 0.334, "homo_lumo_gap_ev": 9.786, "de_lowest_ev": 4.078, "max_force_ev_per_a": 0.37, "charge": 0, "homo_energy_ha": -0.3474, "molar_mass_g_mol": 103.08, "species": ["N", "C", "O", "C", "O", "C", "O", "H", "H", "H", "H", "H"], "positions_angstrom": [[-1.57169, -0.52521, 0.13005], [-0.12083, -0.60389, 0.48330], [0.27245, -1.35998, 1.35837], [-0.29614, 0.85586, 0.51422], [1.68655, 1.11885, -0.08975], [1.67834, 0.15279, -0.86838], [0.73992, -0.73122, -0.94606], [-1.82497, -0.58758, -0.84924], [-2.12766, -1.10252, 0.75148], [-0.50085, 1.42425, -0.38128], [-0.44339, 1.34794, 1.47284], [2.50826, 0.01072, -1.57556]], "forces_ev_per_angstrom": [[-0.2, -0.3, -0.1], [-0.1, 0.1, 0.2], [-0.1, 0.2, -0.3], [0.1, 0.1, 0.0], [0.0, -0.3, -0.2], [0.0, 0.2, 0.1], [0.1, 0.1, 0.1], [0.1, 0.0, 0.1], [0.1, 0.1, -0.1], [0.0, -0.1, 0.1], [0.0, -0.1, -0.1], [-0.1, 0.0, 0.1]], "lowdin_charge": [0.155, -0.723, 0.038, 0.193, 0.018, -0.345, 0.037, 0.113, 0.120, 0.113, 0.130, 0.150]}

4.
{"formula": "C20H22BeN2O2", "method": "ωB97M-V with the def2-TZVPD basis set", "e_lumo_ev": [-1.117, -1.117], "homo_lumo_gap_ev": [6.550, 6.586], "de_lowest_ev": 6.390, "max_force_ev_per_a": 6.15, "charge": 0, "homo_energy_ha": [-0.2817, -0.2831], "molar_mass_g_mol": 331.42, "species": ["C", "C", "H", "H", "H", "H", "H", "H", "C", "C", "C", "C", "H", "H", "H", "H", "N", "C", "C", "N", "C", "C", "C", "H", "H", "C", "H", "H", "Be", "C", "H", "H", "H", "O", "C", "O", "C", "C", "C", "C", "C", "C", "H", "H", "H", "H", "H"], "positions_angstrom": [[1.93494, -1.24986, 0.23353], [1.57492, 1.22156, -0.95752], [1.82873, -1.13016, 1.31315], [2.86725, -0.80347, -0.11472], [1.90323, -2.30354, -0.06286], [0.94709, 2.06809, -1.25211], [2.08410, 1.46133, -0.02436], [2.29097, 0.97777, -1.74543], [-0.91425, -3.01501, 0.49189], [-1.90440, -3.92904, 0.83091], [-3.20802, -3.68564, 0.40356], [-3.46990, -2.54303, -0.34201], [0.11340, -3.14339, 0.81358], [-1.65499, -4.80275, 1.42331], [-4.01184, -4.37067, 0.65457], [-4.48103, -2.32989, -0.66816], [-1.16338, -1.91633, -0.23134], [-2.42570, -1.66439, -0.65021], [-2.62455, -0.41502, -1.40992], [-1.53897, 0.38259, -1.55095], [-1.65405, 1.53668, -2.21845], [-3.97624, 1.15619, -2.64153], [-2.85136, 1.96667, -2.77762], [-0.74923, 2.13044, -2.29214], [-2.89431, 2.91433, -3.30368], [-3.85955, -0.04547, -1.95403], [-4.72298, -0.69043, -1.84182], [-4.93078, 1.45432, -3.06384], [0.30368, -0.34670, -0.61416], [0.94799, -1.15474, -2.41335], [0.81958, -0.38647, -3.18065], [0.31435, -2.02065, -2.62564], [1.99506, -1.45228, -2.34444], [-0.74888, 1.44104, 2.87364], [0.18376, 1.04047, 2.04238], [-0.21626, 0.36533, 0.95177], [1.56107, 1.53633, 2.30483], [1.87613, 2.87851, 2.01766], [3.17528, 3.36202, 2.21685], [4.16767, 2.52079, 2.72490], [3.85801, 1.20129, 3.05648], [2.56155, 0.71320, 2.86029], [1.12304, 3.54048, 1.60989], [3.41618, 4.38766, 1.96956], [5.17422, 2.89311, 2.87082], [4.62445, 0.55455, 3.46569], [2.35402, -0.30582, 3.15173]], "forces_ev_per_angstrom": [[1.2, -1.3, 0.4], [1.2, 1.6, -0.8], [-0.4, 0.1, -0.4], [-0.3, 0.1, -0.1], [-0.2, 0.2, -0.1], [-0.2, -0.4, 0.1], [-0.3, -0.5, -0.1], [-0.3, -0.2, 0.1], [-0.4, 0.5, -0.3], [-0.2, 0.1, -0.1], [0.3, 0.1, 0.0], [0.2, 0.1, 0.0], [-0.1, 0.0, 0.0], [-0.1, 0.1, -0.1], [0.1, 0.1, 0.0], [0.1, -0.1, 0.1], [-0.3, 0.2, -0.1], [0.7, -0.8, 0.7], [0.3, 1.1, -0.5], [-0.2, -0.3, 0.1], [-0.2, -0.5, 0.3], [0.4, 0.0, 0.1], [-0.1, -0.1, 0.0], [-0.1, -0.1, -0.1], [0.0, -0.1, 0.1], [0.2, 0.0, 0.0], [0.1, 0.1, 0.0], [0.1, 0.0, 0.1], [-1.3, -0.2, 0.6], [0.1, 0.4, 0.8], [0.0, 0.0, 0.1], [0.0, 0.1, 0.2], [-0.1, 0.0, -0.1], [4.0, -1.6, -2.8], [-6.0, 0.9, 0.9], [1.7, 0.7, 1.0], [1.1, -0.1, 0.1], [0.5, -0.4, 0.1], [-0.3, -0.6, 0.1], [-0.3, -0.1, 0.0], [-0.5, 0.3, -0.2], [0.1, 0.7, -0.2], [-0.1, -0.1, 0.0], [-0.1, 0.0, 0.0], [0.0, 0.0, 0.0], [-0.1, 0.0, 0.0], [-0.2, 0.0, 0.0]], "lowdin_charge": [-0.010, 0.020, 0.003, 0.029, 0.014, 0.018, 0.008, 0.027, -0.083, -0.040, -0.047, 0.000, 0.103, 0.108, 0.112, 0.103, 0.119, -0.172, -0.168, 0.124, -0.087, -0.047, -0.041, 0.099, 0.108, 0.000, 0.103, 0.112, 0.132, -0.085, -0.009, -0.006, -0.012, -0.021, -0.453, -0.082, -0.176, -0.037, -0.078, -0.094, -0.077, -0.041, 0.122, 0.099, 0.097, 0.100, 0.108]}

5.
{"formula": "C50H44IrN9OS", "method": "ωB97M-V with the def2-TZVPD basis set", "e_lumo_ev": -5.823, "homo_lumo_gap_ev": 6.914, "de_lowest_ev": 0.000, "max_force_ev_per_a": 1.03, "charge": 2, "homo_energy_ha": -0.4681, "molar_mass_g_mol": 1011.25, "species": ["Ir", "C", "C", "C", "C", "C", "C", "C", "C", "S", "C", "N", "C", "C", "C", "C", "C", "C", "C", "C", "H", "H", "H", "H", "H", "H", "H", "H", "H", "H", "H", "H", "H", "H", "H", "H", "C", "C", "C", "C", "N", "C", "C", "C", "C", "C", "C", "N", "H", "H", "H", "H", "H", "H", "H", "H", "N", "C", "C", "C", "C", "C", "C", "C", "N", "C", "C", "N", "C", "H", "H", "H", "H", "H", "H", "H", "C", "C", "C", "C", "C", "N", "C", "O", "N", "C", "C", "C", "C", "N", "C", "C", "C", "H", "H", "H", "H", "H", "H", "H", "H", "H", "H", "H", "H", "H"], "positions_angstrom": [[-1.50621, 0.73363, -0.91977], [0.23802, -5.00861, 0.67948], [-0.85139, -4.78250, 1.73024], [-0.64596, -5.80636, 2.84761], [-2.22935, -5.02976, 1.09073], [-0.83750, -3.33854, 2.24752], [-0.82588, -3.06612, 3.62506], [-0.94978, -1.78564, 4.11687], [-1.10390, -0.74819, 3.20811], [-1.43996, 0.91723, 3.54926], [-1.59084, 1.21952, 1.88112], [-1.30843, 0.20991, 1.09384], [-1.06905, -0.97443, 1.83550], [-0.92623, -2.27596, 1.35637], [-2.05849, 2.47984, 1.30563], [-2.43559, 3.58168, 2.06900], [-2.89389, 4.71963, 1.43082], [-2.97082, 4.73685, 0.04373], [-2.59891, 3.62658, -0.70859], [-2.13422, 2.46886, -0.08720], [0.14161, -6.01437, 0.26511], [1.23256, -4.92729, 1.12283], [0.16156, -4.29841, -0.14273], [-0.60763, -6.80567, 2.41314], [-1.46520, -5.79641, 3.56862], [0.29351, -5.64242, 3.38038], [-2.31144, -6.06874, 0.76538], [-2.38389, -4.38420, 0.22185], [-3.02924, -4.83536, 1.80798], [-0.74826, -3.87826, 4.33314], [-0.97511, -1.60036, 5.18302], [-0.94874, -2.45370, 0.29072], [-2.38512, 3.54345, 3.15261], [-3.19626, 5.58534, 2.00396], [-3.32746, 5.62626, -0.46091], [-2.67626, 3.68637, -1.78741], [-1.89727, 2.29772, -4.97245], [-3.08373, 1.71153, -5.37630], [-3.81603, 0.98653, -4.45050], [-3.33301, 0.84961, -3.16412], [-2.13722, 1.33832, -2.80112], [-1.45563, 2.08337, -3.68029], [-4.08750, 0.22626, -2.06127], [-5.41338, -0.14815, -2.14728], [-6.04010, -0.68854, -1.03372], [-5.32107, -0.83586, 0.13833], [-3.99765, -0.43831, 0.15858], [-3.39684, 0.08096, -0.91818], [-1.31546, 2.91329, -5.64396], [-3.44941, 1.83805, -6.38634], [-4.75469, 0.53240, -4.73410], [-0.55809, 2.54915, -3.31888], [-5.96685, -0.00620, -3.06415], [-7.07903, -0.98572, -1.08485], [-5.77486, -1.24487, 1.02971], [-3.38812, -0.54411, 1.04386], [5.40521, 6.85108, 4.07256], [4.81020, 6.22358, 3.31746], [4.05619, 5.42044, 2.38482], [2.68925, 5.23929, 2.57663], [1.96767, 4.45279, 1.69761], [2.61873, 3.83969, 0.63799], [3.97411, 4.02674, 0.42911], [4.69455, 4.82191, 1.30363], [1.87727, 2.97844, -0.23517], [2.18367, 2.65952, -1.53952], [1.24581, 1.77240, -1.94591], [0.35774, 1.54455, -0.90572], [0.79983, 2.26083, 0.11290], [2.19536, 5.72359, 3.40778], [0.89871, 4.33795, 1.83062], [4.48306, 3.55010, -0.39806], [5.75483, 4.97316, 1.15443], [3.00372, 3.10637, -2.07341], [1.16936, 1.27515, -2.89557], [0.36349, 2.27865, 1.09357], [4.30771, -0.25223, 3.48206], [4.14367, -0.42699, 1.99240], [3.63871, -1.59808, 1.44815], [3.48383, -1.77257, 0.07568], [3.84185, -0.75127, -0.78953], [3.77900, -0.82040, -2.20893], [3.45412, -1.81964, -3.09418], [4.03308, -1.91556, -4.14924], [2.43755, -2.75321, -2.80191], [1.10095, -2.54718, -2.47163], [0.21293, -3.60021, -2.68780], [-1.13267, -3.41333, -2.46387], [-1.57964, -2.18308, -2.02176], [-0.73977, -1.17025, -1.77698], [0.57558, -1.34977, -1.98983], [4.38513, 0.41504, -0.25948], [4.52980, 0.57353, 1.10707], [4.12344, -1.18730, 4.00863], [3.61182, 0.49775, 3.86912], [5.31431, 0.08827, 3.72704], [3.38242, -2.41428, 2.11070], [3.14656, -2.72294, -0.30760], [4.41960, -0.18901, -2.66821], [2.56992, -3.54850, -3.41142], [0.58169, -4.55234, -3.05220], [-1.84036, -4.21228, -2.63809], [-2.63226, -2.00475, -1.86112], [1.21681, -0.50726, -1.79596], [4.73719, 1.18847, -0.93381], [4.97799, 1.48385, 1.49098]], "forces_ev_per_angstrom": [[-0.4, -0.1, 0.1], [0.1, 0.0, 0.0], [-0.1, 0.0, 0.0], [0.0, 0.0, 0.0], [0.0, 0.0, 0.0], [0.1, -0.1, 0.0], [0.0, -0.1, 0.0], [-0.1, 0.1, 0.1], [0.1, 0.0, 0.2], [-0.1, 0.0, 0.3], [-0.2, 0.6, 0.2], [0.4, -0.4, -0.1], [0.0, 0.2, -0.3], [-0.1, 0.0, -0.1], [0.1, -0.3, 0.3], [0.0, 0.1, 0.1], [0.0, 0.0, 0.1], [0.0, 0.0, -0.1], [0.0, 0.0, 0.0], [-0.2, 0.0, -0.3], [0.0, 0.0, 0.0], [0.0, 0.0, 0.0], [0.0, 0.0, 0.0], [0.0, 0.0, 0.0], [0.0, 0.0, 0.0], [0.0, 0.0, 0.0], [0.0, 0.0, 0.0], [0.0, 0.0, 0.0], [0.0, 0.0, 0.0], [0.0, 0.0, 0.0], [0.0, 0.0, 0.0], [0.1, 0.0, 0.1], [0.0, 0.0, 0.0], [0.0, 0.0, 0.0], [0.0, 0.0, 0.0], [0.0, 0.0, 0.0], [0.0, 0.0, 0.1], [-0.1, 0.0, 0.0], [-0.1, 0.1, -0.2], [-0.2, -0.2, 0.2], [0.7, 0.1, -0.2], [-0.2, 0.0, -0.1], [-0.1, -0.1, -0.2], [-0.2, -0.1, 0.0], [-0.1, 0.0, -0.1], [0.1, 0.0, 0.0], [-0.2, -0.1, 0.0], [-0.6, -0.3, 0.2], [0.0, 0.0, 0.0], [0.0, 0.0, 0.0], [0.0, 0.1, 0.0], [0.2, 0.0, 0.0], [0.0, 0.0, 0.0], [0.0, 0.0, 0.0], [0.0, 0.0, 0.0], [-0.2, 0.0, -0.1], [0.0, 0.0, 0.0], [-0.1, -0.1, -0.1], [0.1, 0.1, 0.1], [0.0, 0.0, 0.0], [-0.1, 0.0, 0.0], [-0.1, -0.1, 0.0], [0.1, 0.0, 0.0], [0.0, 0.0, 0.0], [0.3, -0.1, 0.1], [0.0, 0.1, 0.0], [-0.1, 0.1, 0.1], [0.9, 0.4, -0.1], [0.1, 0.1, -0.1], [0.0, 0.0, 0.0], [0.0, 0.0, 0.0], [0.0, 0.0, 0.0], [0.0, 0.0, 0.0], [0.0, 0.0, 0.0], [-0.1, 0.1, -0.1], [0.1, 0.1, -0.1], [-0.1, 0.1, -0.1], [0.0, 0.0, 0.2], [-0.1, -0.1, -0.1], [0.0, 0.0, 0.0], [0.0, -0.1, -0.2], [-0.3, 0.1, 0.1], [0.1, 0.0, -0.2], [0.0, 0.0, -0.1], [0.0, 0.0, 0.4], [0.2, 0.1, -0.2], [-0.1, -0.1, -0.1], [0.0, 0.0, -0.1], [0.0, 0.2, -0.1], [0.1, -0.2, 0.0], [-0.1, 0.0, 0.0], [0.0, 0.2, 0.1], [0.0, 0.1, -0.1], [0.0, 0.0, 0.0], [0.0, 0.0, 0.0], [0.0, 0.0, 0.0], [-0.1, -0.1, 0.0], [-0.1, -0.1, 0.0], [0.1, 0.0, 0.0], [0.0, 0.0, 0.0], [0.0, 0.0, 0.0], [0.0, 0.0, 0.0], [0.0, 0.0, 0.1], [0.1, -0.2, 0.1], [0.0, 0.0, 0.0], [0.0, 0.0, 0.0]], "lowdin_charge": [1.367, -0.033, -0.546, -0.058, -0.031, -0.138, 0.001, -0.048, -0.444, 1.196, -0.580, -0.076, -0.253, 0.044, -0.282, -0.034, -0.056, -0.051, -0.074, -0.238, 0.097, 0.094, 0.047, 0.095, 0.092, 0.095, 0.095, 0.066, 0.095, 0.112, 0.124, 0.085, 0.108, 0.117, 0.116, 0.090, -0.004, -0.003, 0.030, -0.187, -0.038, -0.086, -0.195, 0.031, -0.004, 0.001, -0.060, -0.074, 0.127, 0.131, 0.124, 0.099, 0.123, 0.130, 0.127, 0.112, 0.190, -0.162, -0.207, 0.004, 0.010, -0.170, -0.010, 0.005, 0.031, -0.014, -0.132, -0.095, -0.089, 0.132, 0.116, 0.109, 0.135, 0.138, 0.115, 0.125, -0.038, -0.271, -0.030, -0.015, -0.240, 0.145, -0.499, 0.115, 0.147, -0.196, 0.010, -0.036, -0.149, -0.061, -0.046, -0.038, -0.037, 0.078, 0.081, 0.088, 0.114, 0.104, 0.150, 0.152, 0.138, 0.127, 0.104, 0.073, 0.105, 0.114]}